{
  "formula": "C6H12OS",
  "method": "ωB97M-V with the def2-TZVPD basis set",
  "elements": ["C", "C", "C", "O", "C", "C", "S", "C", "H", "H", "H", "H", "H", "H", "H", "H", "H", "H", "H", "H"],
  "coordinates": [[1.57617, 0.79430, -1.22660], [1.43208, 0.98276, 0.31721], [0.44331, -0.01532, 0.86766], [0.88718, -1.34185, 0.61563], [-0.35445, 0.27002, 2.09117], [-1.00570, 0.31549, 0.71410], [-2.14058, -1.03614, 0.42227], [-1.87764, -1.27932, -1.39241], [2.34595, 1.52326, -1.59502], [1.89392, -0.27637, -1.44380], [0.63103, 1.00689, -1.79685], [2.36429, 0.72791, 0.86054], [1.20731, 2.04518, 0.55369], [0.09594, -1.93863, 0.67244], [-0.26646, 1.23170, 2.55712], [-0.56826, -0.57264, 2.69927], [-1.18078, 1.30381, 0.34250], [-0.76040, -1.31024, -1.58476], [-2.40909, -2.07085, -1.80623], [-2.31383, -0.35998, -1.86791]],
  "forces_ev_per_a": [[0.6, -0.1, 0.0], [0.4, -0.4, -0.4], [0.2, -0.2, -0.4], [-0.9, 0.1, 0.3], [0.2, 0.5, -0.7], [-0.2, -1.1, 0.3], [0.1, 0.0, -0.7], [1.6, 3.2, 0.6], [-0.6, -0.8, 0.1], [-0.3, 1.5, 0.2], [0.7, -0.2, 0.7], [-0.1, 0.3, -0.6], [-0.2, -0.8, 0.0], [0.8, 0.7, 0.0], [0.2, 0.1, 0.4], [-0.3, -0.5, 0.6], [-0.6, 0.3, -0.3], [-1.4, -0.2, 0.1], [-0.7, -1.7, -0.3], [0.6, -0.7, 0.2]],
  "smiles": "CC[C@@]1(O)C[C@@H]1SC",
  "de_lowest_kcal_mol": 27.40,
  "homo_lumo_gap_ev": 9.594,
  "molar_mass_da": 132.23
}

***

{
  "formula": "C6H12P",
  "method": "ωB97M-V with the def2-TZVPD basis set",
  "elements": ["C", "C", "C", "C", "C", "C", "P", "H", "H", "H", "H", "H", "H", "H", "H", "H", "H", "H", "H"],
  "coordinates": [[-0.89734, -1.45075, -1.59973], [-1.13962, -0.42082, -0.84862], [-1.26522, 1.21443, 1.03729], [3.61552, 1.99980, -1.64803], [-0.86560, -2.56756, 1.08276], [-1.61750, 0.87856, -0.38411], [0.17566, -1.51917, -0.09272], [-1.07904, -1.86071, -2.60866], [-0.26479, 1.57985, 1.10025], [-1.20331, 0.27280, 1.64246], [-1.90826, 1.93894, 1.47246], [3.10795, 1.39687, -0.85755], [4.43274, 1.56611, -2.25152], [3.16392, 2.86356, -2.31179], [-0.76764, -2.25493, 2.06037], [-0.48543, -3.66558, 1.12793], [-1.80106, -2.39213, 0.54349], [-1.26571, 1.61638, -1.05971], [-2.63726, 0.62316, -0.57389]],
  "forces_ev_per_a": [[1.3, -0.7, -0.7], [2.7, 0.8, 1.3], [0.4, -1.9, 0.6], [-0.5, 0.9, -2.2], [1.4, -3.3, -2.0], [0.1, -1.2, -0.3], [-2.5, 0.2, -1.3], [-0.2, 0.0, 0.9], [0.8, 0.5, -0.2], [-0.6, 0.9, -0.2], [-0.7, 0.4, 0.4], [0.4, 0.9, -0.9], [-0.3, -0.1, 0.9], [0.4, -1.8, 2.1], [0.0, 1.3, 2.0], [-1.0, 1.8, -0.6], [0.0, -0.6, 0.8], [-0.1, 0.8, -0.9], [-1.6, 1.0, 0.1]],
  "de_lowest_kcal_mol": 159.42,
  "charge": 1,
  "homo_lumo_gap_ev": [11.117, 3.320],
  "molar_mass_da": 115.14
}

***

{
  "formula": "C6H12S",
  "method": "ωB97M-V with the def2-TZVPD basis set",
  "elements": ["C", "C", "C", "C", "C", "C", "S", "H", "H", "H", "H", "H", "H", "H", "H", "H", "H", "H", "H"],
  "coordinates": [[0.59177, -1.71949, 1.07563], [0.82553, -0.18001, 0.88020], [-0.19361, -0.60468, -0.25569], [1.96310, 0.63454, 0.29610], [-0.10620, -0.37409, -1.74852], [-2.30669, 1.10225, 0.24520], [-1.98595, -0.66097, 0.26615], [1.33992, -2.33379, 0.62581], [-0.14549, -1.94568, 1.70601], [0.23922, 0.18065, 1.76711], [2.74839, 0.59996, 1.07893], [1.69015, 1.60113, 0.22450], [2.39177, 0.18081, -0.58639], [0.14690, -1.36192, -2.26491], [0.77520, 0.24156, -1.89014], [-0.98467, -0.00600, -2.21311], [-3.08545, 1.38821, 0.85721], [-2.33759, 1.53704, -0.85516], [-1.56629, 1.72049, 0.79108]],
  "forces_ev_per_a": [[3.1, 4.4, -6.6], [-3.8, -1.0, -0.7], [-1.3, -1.3, 4.3], [1.8, -4.2, 3.0], [2.9, -2.8, 0.4], [2.3, 1.4, -2.6], [1.3, 0.4, 0.1], [0.0, -0.8, 0.2], [-2.4, -1.3, 2.4], [1.0, 0.9, -1.1], [0.1, 0.2, -0.5], [-1.0, 3.2, -0.8], [-0.1, 0.1, -0.3], [-0.4, 1.2, 0.4], [-0.1, 0.4, -0.6], [-0.8, 0.6, 0.0], [-2.7, 0.1, 0.6], [-0.3, -0.8, 2.3], [0.6, -0.7, -0.5]],
  "de_lowest_kcal_mol": 78.02,
  "homo_lumo_gap_ev": 9.301,
  "molar_mass_da": 116.23
}

***

{
  "formula": "C6H12S2Si",
  "method": "ωB97M-V with the def2-TZVPD basis set",
  "elements": ["C", "C", "C", "C", "C", "C", "Si", "S", "S", "H", "H", "H", "H", "H", "H", "H", "H", "H", "H", "H", "H"],
  "coordinates": [[-0.65048, 0.07408, -0.07077], [-0.75118, 1.53139, 0.52718], [0.29707, -0.02939, -1.18228], [1.71453, 0.34379, -0.73043], [1.90518, 0.70521, 0.67591], [-1.39622, -0.91731, 0.41626], [-1.80176, -2.57453, -0.39648], [0.98773, 2.30953, 1.04876], [0.73706, 2.50842, 2.95246], [-1.33743, 1.56264, 1.45871], [-1.12681, 2.18600, -0.16092], [0.50163, -1.03630, -1.64959], [0.00468, 0.81610, -1.83303], [2.52670, -0.46480, -0.84699], [2.14932, 1.14951, -1.36660], [1.31010, -0.05762, 1.30218], [3.03779, 0.88349, 0.91533], [-2.26457, -0.58793, 1.02898], [-0.54996, -3.22080, -0.45122], [-2.12258, -2.18365, -1.79396], [-3.17082, -2.99783, 0.15649]],
  "forces_ev_per_a": [[-0.5, 1.0, 1.5], [1.8, -2.7, 1.4], [1.8, -0.1, -0.6], [3.0, -0.1, -1.6], [0.0, 0.6, 2.5], [-2.1, 0.3, -0.1], [-1.4, 2.3, -0.3], [-1.2, -1.7, -1.1], [0.3, 0.2, 1.0], [0.4, -0.1, -0.4], [-1.0, 1.8, -2.0], [-1.4, 1.1, 0.1], [0.0, -1.0, -0.6], [-1.6, 0.6, -0.3], [-0.4, -0.4, 0.2], [1.6, 1.1, -0.3], [-2.3, -0.5, 0.0], [1.0, -0.1, 0.3], [0.8, -1.6, 0.2], [0.0, -0.3, -0.1], [1.3, -0.3, 0.0]],
  "de_lowest_kcal_mol": 46.02,
  "homo_lumo_gap_ev": 8.370,
  "molar_mass_da": 176.38
}